{"formula": "C3H11INO10P2S2", "method": "the ωB97M-V functional and the def2-TZVPD basis", "e_homo_ev": -5.81, "spin_multiplicity": 1, "e_tot_ha": -2705.06679, "orbital_gap_ev": 8.307, "lumo_energy_ev": 2.500, "charge": -1, "e_above_lowest_ev": 0.000, "symbols": ["O", "S", "O", "I", "N", "S", "O", "O", "P", "O", "O", "H", "H", "C", "O", "P", "O", "O", "C", "O", "C", "H", "H", "H", "H", "H", "H", "H", "H", "H"], "positions_angstrom": [[-0.726, -2.958, 4.800], [-0.131, -1.722, 4.372], [0.124, -0.723, 5.392], [-1.805, -0.705, 2.929], [1.187, -2.041, 3.543], [1.969, -0.820, 2.828], [1.298, -0.299, 1.656], [3.330, -1.295, 2.612], [2.157, 0.935, 4.151], [3.515, 1.403, 3.399], [2.837, 0.166, 5.425], [4.068, 0.627, 3.203], [2.271, -0.574, 5.685], [-0.518, 2.137, -4.112], [-1.157, 0.859, -4.074], [-1.437, 0.172, -2.657], [-1.902, 1.119, -1.643], [-0.164, -0.683, -2.316], [0.976, -0.056, -1.697], [-2.427, -0.986, -3.060], [-3.788, -0.615, -3.305], [0.495, 2.019, -4.496], [-1.085, 2.781, -4.783], [-0.488, 2.596, -3.124], [0.700, 0.876, -1.205], [1.730, 0.129, -2.463], [1.370, -0.733, -0.945], [-3.846, 0.167, -4.063], [-4.256, -0.270, -2.384], [-4.296, -1.506, -3.665]], "atomic_forces_ev_per_a": [[0.02, 0.20, -0.09], [0.83, -0.85, 0.10], [-0.10, 0.26, 0.03], [-0.19, 0.12, -0.16], [-0.67, 0.38, -0.08], [0.32, -0.28, -0.07], [-0.27, -0.10, -0.17], [0.01, 0.04, 0.10], [0.12, 0.25, 0.07], [0.01, 0.19, 0.09], [0.07, -0.08, -0.02], [0.07, -0.11, -0.11], [-0.18, -0.02, 0.23], [0.00, 0.06, -0.01], [0.01, 0.08, -0.03], [0.10, -0.17, 0.07], [0.02, 0.18, 0.02], [-0.07, -0.02, 0.01], [0.15, 0.03, 0.08], [-0.03, -0.04, -0.11], [-0.07, -0.02, 0.03], [0.00, -0.02, 0.01], [-0.01, -0.02, -0.02], [-0.04, -0.01, 0.01], [-0.07, -0.04, 0.03], [-0.03, 0.01, -0.02], [-0.08, -0.02, 0.02], [0.01, 0.00, 0.00], [0.02, 0.03, 0.00], [0.03, -0.03, 0.00]]}



{"formula": "C19H19IrN6O", "method": "the ωB97M-V functional and the def2-TZVPD basis", "e_homo_ev": [-17.00, -18.49], "spin_multiplicity": 6, "e_tot_ha": -1242.43120, "s_squared": 8.8218, "orbital_gap_ev": [7.647, 5.832], "lumo_energy_ev": [-9.351, -12.655], "charge": 3, "symbols": ["Ir", "C", "C", "C", "C", "C", "C", "N", "C", "C", "C", "C", "C", "C", "N", "N", "C", "C", "C", "C", "C", "N", "H", "H", "H", "H", "H", "H", "H", "H", "H", "H", "H", "H", "H", "C", "N", "C", "N", "O", "H", "H", "H", "H", "H", "H"], "positions_angstrom": [[-0.137, 0.713, 0.061], [4.079, 0.870, -3.451], [4.541, 1.521, -2.291], [3.825, 1.434, -1.130], [2.616, 0.673, -1.099], [2.136, 0.063, -2.295], [2.873, 0.145, -3.443], [1.875, 0.537, 0.040], [2.429, 0.444, 1.342], [3.729, 0.159, 1.660], [4.087, -0.028, 3.019], [3.135, 0.014, 4.054], [1.817, 0.228, 3.760], [1.449, 0.451, 2.402], [0.186, 0.662, 1.983], [-0.861, 0.361, 2.842], [-1.975, 0.144, 2.171], [-3.167, -0.179, 2.861], [-4.308, -0.491, 2.140], [-4.259, -0.486, 0.753], [-3.066, -0.151, 0.107], [-1.960, 0.174, 0.776], [4.652, 0.943, -4.367], [5.450, 2.105, -2.331], [4.136, 1.978, -0.249], [1.230, -0.530, -2.257], [2.548, -0.363, -4.341], [4.486, 0.025, 0.901], [5.124, -0.225, 3.258], [3.454, -0.138, 5.076], [1.050, 0.253, 4.521], [-3.144, -0.187, 3.942], [-5.222, -0.753, 2.657], [-5.122, -0.748, 0.156], [-2.999, -0.146, -0.973], [-1.752, 5.215, -1.363], [-1.150, 3.905, -1.079], [-1.273, 2.841, -1.845], [-2.012, 2.842, -2.943], [-0.650, 1.727, -1.560], [-1.228, 5.961, -0.774], [-2.809, 5.224, -1.100], [-1.616, 5.471, -2.413], [-0.590, 3.805, -0.248], [-2.476, 3.675, -3.273], [-1.990, 2.041, -3.553]], "atomic_forces_ev_per_a": [[-0.24, 0.27, 0.32], [0.03, 0.02, -0.03], [-0.03, 0.00, 0.05], [0.03, 0.00, -0.04], [0.03, 0.14, 0.06], [0.03, -0.01, -0.07], [-0.06, -0.02, 0.05], [0.17, -0.10, 0.00], [-0.01, 0.02, -0.11], [-0.09, -0.02, -0.01], [0.01, 0.00, -0.04], [-0.08, 0.00, 0.02], [0.05, -0.01, -0.02], [0.07, 0.05, 0.06], [0.01, -0.27, 0.12], [0.10, 0.08, -0.14], [0.00, -0.05, 0.06], [0.00, 0.00, 0.00], [0.02, 0.00, 0.02], [0.01, 0.01, -0.03], [-0.05, 0.02, 0.01], [-0.05, 0.01, -0.02], [0.01, -0.02, 0.00], [0.00, 0.01, 0.01], [0.01, 0.01, 0.00], [0.01, 0.00, 0.00], [-0.01, 0.00, 0.00], [-0.01, 0.00, -0.01], [0.00, 0.00, 0.00], [-0.02, 0.01, 0.01], [0.00, -0.01, 0.00], [0.00, 0.00, 0.00], [0.00, 0.00, 0.00], [0.00, 0.00, 0.00], [0.00, -0.01, 0.00], [0.02, -0.02, 0.01], [-0.03, 0.02, -0.01], [0.07, -0.16, 0.05], [0.02, 0.08, -0.04], [0.00, -0.07, -0.29], [-0.04, 0.00, 0.02], [0.00, 0.01, -0.03], [0.01, 0.01, 0.01], [0.03, 0.01, -0.02], [0.00, -0.01, 0.00], [-0.01, 0.00, 0.01]]}



{"formula": "C7H8", "method": "the ωB97M-V functional and the def2-TZVPD basis", "e_homo_ev": -9.94, "spin_multiplicity": 1, "e_tot_ha": -271.39255, "smiles": "C#CC[C@H](C)C#C", "orbital_gap_ev": 10.959, "lumo_energy_ev": 1.021, "charge": 0, "e_above_lowest_ev": 3.780, "symbols": ["C", "C", "C", "C", "C", "C", "C", "H", "H", "H", "H", "H", "H", "H", "H"], "positions_angstrom": [[2.949, 0.797, -0.235], [1.765, 0.935, -0.405], [0.305, 1.033, -0.500], [-0.339, -0.095, 0.340], [-0.102, -1.475, -0.299], [-1.760, 0.134, 0.629], [-2.905, 0.240, 0.988], [3.999, 0.681, -0.079], [-0.017, 0.945, -1.545], [-0.023, 2.016, -0.143], [0.163, -0.075, 1.315], [-0.147, -1.411, -1.391], [0.886, -1.855, -0.024], [-0.862, -2.192, 0.023], [-3.914, 0.323, 1.326]], "atomic_forces_ev_per_a": [[-0.40, 0.06, -0.08], [0.45, -0.05, 0.07], [-0.04, 0.04, -0.01], [0.03, -0.02, 0.13], [0.02, -0.08, -0.03], [-0.48, 0.02, 0.16], [0.41, -0.01, -0.18], [-0.17, 0.04, -0.07], [0.05, 0.02, 0.17], [0.07, -0.18, -0.01], [-0.06, -0.04, -0.09], [-0.05, 0.01, 0.12], [-0.13, 0.06, -0.09], [0.17, 0.09, 0.04], [0.14, 0.03, -0.12]]}



{"formula": "C4H6NP", "method": "the ωB97M-V functional and the def2-TZVPD basis", "e_homo_ev": [-8.06, -8.06], "spin_multiplicity": 1, "e_tot_ha": -551.95326, "smiles": "C1=CP2=CC=21.N", "orbital_gap_ev": [7.066, 7.067], "lumo_energy_ev": [-0.990, -0.989], "charge": 0, "e_above_lowest_ev": 3.731, "symbols": ["C", "C", "P", "C", "C", "H", "H", "H", "N", "H", "H", "H"], "positions_angstrom": [[-1.008, 1.258, -0.641], [-0.735, 0.960, 0.683], [0.977, 0.834, 0.900], [1.503, 1.312, -0.797], [0.243, 1.221, -1.199], [-1.874, 1.649, -1.157], [-1.578, 0.768, 1.406], [2.444, 1.328, -1.386], [0.185, -2.268, 0.376], [0.517, -2.799, 1.148], [-0.523, -2.825, -0.020], [-0.151, -1.438, 0.686]], "atomic_forces_ev_per_a": [[-0.33, 0.48, -1.01], [-1.54, -0.03, 0.33], [1.18, 0.02, 0.47], [-1.05, 0.19, -1.28], [1.17, 0.06, 0.73], [-0.13, -0.31, 0.24], [1.46, 0.27, -0.54], [-0.68, -0.29, 1.19], [1.87, -2.48, -1.17], [0.51, -0.24, 0.75], [-1.12, -0.48, -0.73], [-1.35, 2.81, 1.03]]}